{"formula": "C10H13N3", "method": "the ωB97M-V functional and the def2-TZVPD basis", "gap_ev": [7.36, 7.36], "e_lumo_ev": [-0.153, -0.033], "e_above_lowest_kcal_mol": 146.36, "symbols": ["C", "C", "C", "C", "C", "C", "C", "C", "C", "C", "N", "N", "N", "H", "H", "H", "H", "H", "H", "H", "H", "H", "H", "H", "H", "H"], "xyz": [[3.141, 1.861, 1.292], [2.737, 1.109, 0.238], [0.449, 0.077, 1.184], [-2.079, -0.611, 1.623], [-1.710, -0.309, 0.175], [-1.443, 0.430, 2.423], [1.960, -0.367, -1.558], [-0.229, -0.504, -0.082], [0.421, -0.018, -1.420], [-0.342, -0.625, -2.586], [3.242, 2.593, 2.169], [2.880, 0.495, -0.821], [-0.047, 0.433, 2.269], [-3.128, -0.622, 1.822], [-1.568, -1.463, 1.921], [-2.118, -0.956, -0.655], [-1.979, 0.759, -0.107], [-1.801, 1.463, 2.191], [-1.417, 0.212, 3.553], [2.376, -1.362, -1.181], [2.085, -0.123, -2.613], [-0.098, -1.522, 0.041], [0.307, 1.059, -1.371], [-0.032, -0.165, -3.441], [-1.382, -0.162, -2.550], [-0.226, -1.682, -2.515]], "nbo_charge": [0.12, 0.25, 0.36, -0.43, -0.40, -0.24, -0.24, -0.32, -0.21, -0.62, -0.24, -0.35, -0.47, 0.22, 0.21, 0.22, 0.20, 0.21, 0.21, 0.24, 0.21, 0.21, 0.21, 0.21, 0.22, 0.22]}

{"formula": "C10H13NO2", "method": "the ωB97M-V functional and the def2-TZVPD basis", "gap_ev": 8.51, "e_lumo_ev": 0.725, "e_above_lowest_kcal_mol": 55.02, "symbols": ["N", "C", "C", "C", "C", "C", "C", "C", "C", "C", "O", "C", "O", "H", "H", "H", "H", "H", "H", "H", "H", "H", "H", "H", "H", "H"], "xyz": [[3.646, -0.739, -0.516], [2.145, -0.610, -0.708], [1.403, -0.129, 0.613], [1.384, 1.400, 0.760], [0.050, 1.868, 0.085], [-0.804, 0.616, -0.024], [-0.151, -0.534, 0.439], [-0.735, -1.806, 0.535], [-2.085, -1.837, 0.228], [-2.824, -0.624, -0.114], [-4.124, -0.640, -0.182], [-2.203, 0.647, -0.119], [-3.045, 1.695, -0.436], [4.087, -1.362, -1.301], [4.236, 0.129, -0.455], [1.732, -1.589, -0.867], [1.768, 0.143, -1.561], [2.043, -0.479, 1.469], [2.330, 1.918, 0.382], [1.239, 1.740, 1.813], [0.233, 2.218, -0.916], [-0.553, 2.571, 0.615], [-0.136, -2.689, 0.768], [-2.690, -2.773, 0.092], [-4.531, -1.591, -0.214], [-2.415, 2.456, -0.389]], "nbo_charge": [-0.88, -0.20, -0.25, -0.39, -0.44, -0.10, -0.02, -0.23, -0.28, 0.26, -0.65, 0.29, -0.65, 0.37, 0.37, 0.20, 0.16, 0.23, 0.21, 0.21, 0.21, 0.20, 0.23, 0.20, 0.49, 0.47]}

{"formula": "C10H13NO2S2", "method": "the ωB97M-V functional and the def2-TZVPD basis", "gap_ev": 9.27, "e_lumo_ev": 0.205, "e_above_lowest_kcal_mol": 14.64, "symbols": ["C", "S", "N", "S", "O", "O", "C", "C", "C", "C", "C", "C", "C", "H", "H", "H", "H", "H", "H", "H", "H", "H", "H", "H", "C", "C", "H", "H"], "xyz": [[1.988, -2.888, 1.483], [2.517, -2.196, -0.215], [1.288, -1.141, -0.548], [1.425, 0.543, -0.546], [1.739, 1.125, -1.832], [2.286, 0.841, 0.560], [-0.193, 0.870, -0.133], [-1.096, 1.612, -0.936], [-2.301, 1.944, -0.405], [-2.753, 1.595, 0.914], [-4.106, 2.002, 1.312], [-1.871, 0.850, 1.654], [-0.580, 0.528, 1.169], [0.886, -3.138, 1.444], [2.144, -2.220, 2.227], [2.754, -3.614, 1.778], [0.558, -1.481, -1.158], [-0.899, 1.854, -2.008], [-2.895, 2.539, -1.061], [-4.367, 1.754, 2.229], [-4.030, 3.164, 1.123], [-4.887, 1.666, 0.487], [-2.201, 0.457, 2.608], [0.218, 0.177, 1.919], [3.584, -1.197, -3.299], [3.568, -2.264, -2.864], [3.472, -0.206, -3.579], [3.753, -3.175, -2.325]], "nbo_charge": [-0.73, 0.43, -1.05, 2.33, -0.92, -0.93, -0.44, -0.15, -0.22, 0.02, -0.61, -0.23, -0.13, 0.22, 0.21, 0.23, 0.41, 0.25, 0.21, 0.21, 0.23, 0.23, 0.21, 0.25, -0.22, -0.26, 0.24, 0.24]}